1.
ORCA calculation (the ωB97M-V functional and the def2-TZVPD basis) on a molecular structure, C23H30F5O6TeTi at a distorted geometry.

Summary:
Calculated total energy: -80621.590 eV
Gap between HOMO and LUMO: 6.2 eV
Max |F|: 0.0904 hartree/bohr
Total charge: -1

Last column: Löwdin charge in e.
CARTESIAN COORDINATES (ANGSTROEM)
C -3.5119 -0.0755 -0.0991  -0.2249
C -2.3821 0.8943 0.3271  -0.0240
C -2.8887 -1.0704 -1.1128  -0.0299
C -1.5534 -0.4731 -1.5209  -0.1652
H -3.5354 -1.0806 -1.9758  0.1165
H -2.9115 -2.1017 -0.7354  0.1301
C -1.4434 0.9114 -0.8779  -0.2053
H -1.9175 0.4479 1.2199  0.1404
H -2.8342 1.8691 0.5427  0.1328
C 0.0002 1.2586 -0.6023  -0.2064
H -1.8559 1.6518 -1.5722  0.1591
H -1.4845 -0.3854 -2.6142  0.1530
C -0.2877 -1.3226 -1.1299  -0.1572
C -4.1574 -0.7669 1.0766  -0.4127
C -4.7174 0.6135 -0.7291  -0.4503
O -5.4181 0.2032 -1.6342  0.1146
O -3.5356 -1.2283 2.0267  0.1195
O -5.4945 -0.7231 1.0372  -0.0285
O -4.9868 1.7780 -0.1252  -0.0353
C -6.1511 2.4263 -0.6425  -0.0329
H -6.2006 3.3865 -0.1215  0.0976
H -7.0410 1.8216 -0.4561  0.0986
H -6.0509 2.5569 -1.7259  0.0991
C -6.1446 -1.2101 2.2137  -0.0228
H -5.9389 -2.2706 2.3771  0.0995
H -7.2078 -1.0636 2.0168  0.0959
H -5.8382 -0.6440 3.1037  0.1051
O 0.8457 0.1453 -0.3470  -0.3009
H 0.1033 1.9350 0.2367  0.1145
H 0.4309 1.7364 -1.4712  0.0972
C 0.6625 -1.6791 -2.2284  -0.0178
C -0.4318 -2.2973 -0.0153  -0.0182
H -1.0891 -3.0772 -0.3933  0.1005
H -0.8599 -1.8989 0.9049  0.0996
H 0.5095 -2.8041 0.2062  0.1054
H 1.6798 -1.9211 -1.8586  0.0719
H 0.7320 -0.8696 -2.9761  0.1080
H 0.2564 -2.5866 -2.6977  0.1117
Ti 2.7787 0.3136 0.1598  1.0506
C 5.3050 1.9579 -1.1462  -0.1309
C 4.3071 1.3814 -1.9403  -0.1514
C 3.0239 1.8595 -1.4832  -0.2703
H 4.4842 0.8198 -2.8426  0.0914
C 3.2906 2.6859 -0.2950  -0.2153
C 4.7014 2.7671 -0.1513  -0.1269
H 5.2082 3.4093 0.5626  0.0919
H 6.3667 1.8490 -1.3303  0.0983
H 2.1259 1.9446 -2.1051  0.0881
H 2.5233 3.2643 0.2561  0.0970
C 3.1382 -1.0934 2.7516  -0.1036
C 3.5381 0.0628 3.4669  -0.1347
C 2.6817 1.1410 3.1258  -0.1096
H 4.3686 0.1103 4.1588  0.0851
C 1.6945 0.6606 2.1722  -0.2553
C 1.9493 -0.7676 1.9799  -0.2423
H 1.1878 -1.4940 1.6584  0.0799
H 3.6246 -2.0571 2.8061  0.0902
H 2.7297 2.1780 3.5196  0.0966
H 0.7730 1.1774 1.8925  0.0762
F 6.5051 -3.3117 -0.6917  -0.5863
Te 4.9497 -2.1170 -0.6477  1.9116
F 4.0922 -3.3297 -1.8178  -0.4531
F 4.5468 0.1599 0.8091  -0.4440
F 4.0385 -3.3029 0.6318  -0.5493
F 5.5004 -1.2062 -2.2882  -0.5342
O 3.2165 -1.1485 -0.8384  -0.6881

2.
ORCA calculation (the ωB97M-V functional and the def2-TZVPD basis) on a single C23H30N4O2 molecule.

Summary:
Calculated total energy: -34393.790 eV
Gap between HOMO and LUMO: 9.0 eV
Max |F|: 0.0152 hartree/bohr
Relative energy (zero: lowest compared OMol25 entry of this formula, charge and spin): 161.1 kJ/mol
Total charge: 0

Last column: Löwdin charge in e.
CARTESIAN COORDINATES (ANGSTROEM)
C 0.3427 -1.7846 -8.0234  -0.0014
C 0.2240 -2.5962 -6.9898  -0.1990
C -0.4638 -2.2455 -5.7111  -0.2112
C 0.4916 -2.3582 -4.5200  -0.1112
C -0.2373 -2.0634 -3.2175  -0.4506
O -1.4199 -1.7788 -3.1880  0.0565
N 0.4921 -2.1672 -2.0792  -0.0585
C 1.9199 -2.3384 -1.9631  -0.1541
C 2.5738 -1.0367 -1.4849  -0.1045
C 1.9351 -0.5077 -0.1959  -0.2608
N 2.3328 -1.2975 0.9494  -0.0623
N 2.8037 -2.5447 0.8311  0.0650
C 3.0358 -2.9706 2.0553  -0.1331
C 2.7139 -1.9967 3.0068  0.0028
C 2.2606 -0.9306 2.2568  -0.2259
N 1.7996 0.3194 2.6395  0.1601
C 1.5767 0.7238 3.9296  -0.4698
O 1.7895 0.0314 4.8939  0.0963
C 1.0010 2.1264 3.9995  -0.1102
C -0.4703 2.1210 3.5723  -0.1830
C -1.0795 3.5269 3.6182  -0.1624
C -2.5124 3.4831 3.1677  -0.2481
C -3.5413 3.3349 4.0881  -0.0454
C -4.8570 3.2528 3.6677  -0.0846
C -5.1601 3.3130 2.3184  -0.0948
C -4.1413 3.4573 1.3923  -0.0850
C -2.8272 3.5408 1.8159  -0.0504
C 0.4029 -0.4745 -0.3323  -0.1000
C -0.1205 -1.8271 -0.8132  -0.1274
H 0.8452 -2.0789 -8.9292  0.0472
H -0.0697 -0.7888 -8.0097  0.0546
H 0.6465 -3.5929 -7.0297  0.1001
H -0.8652 -1.2327 -5.7588  0.1172
H -1.3030 -2.9256 -5.5446  0.1219
H 1.3139 -1.6501 -4.6477  0.1245
H 0.9075 -3.3676 -4.4753  0.1250
H 2.3563 -2.6386 -2.9129  0.1124
H 2.1202 -3.1155 -1.2190  0.1062
H 3.6354 -1.2145 -1.3150  0.1189
H 2.4633 -0.2704 -2.2550  0.1216
H 2.3086 0.5151 -0.0316  0.1440
H 3.4244 -3.9560 2.2161  0.1007
H 2.7898 -2.0463 4.0709  0.0916
H 1.5940 0.9733 1.8990  0.1279
H 1.5754 2.8001 3.3590  0.1219
H 1.0811 2.4726 5.0301  0.1263
H -0.5693 1.7283 2.5564  0.1057
H -1.0342 1.4618 4.2351  0.1313
H -1.0181 3.9126 4.6371  0.1188
H -0.5047 4.1895 2.9667  0.1189
H -3.3094 3.2872 5.1426  0.1125
H -5.6476 3.1415 4.3952  0.1019
H -6.1866 3.2488 1.9893  0.1003
H -4.3709 3.5051 0.3378  0.1021
H -2.0358 3.6585 1.0883  0.1112
H 0.1274 0.2918 -1.0593  0.1275
H -0.0614 -0.2280 0.6243  0.1066
H -1.2007 -1.7875 -0.9614  0.1229
H 0.1223 -2.6051 -0.0829  0.1313

no.,E_LUMO (eV)
1,1.7482
2,0.3373